No. 1
Formula: C5H15N2S
Source: OMol25
Level of theory: the ωB97M-V functional and the def2-TZVPD basis

Properties
- charge = +1
- spin multiplicity = 1
- calculated total energy (hartree) = -706.861982
- frontier orbital gap (eV) = 8.24
- lowest unoccupied orbital energy (eV) = -3.65

CARTESIAN COORDINATES (ANGSTROEM)
C1 -1.8027 -1.5467 -3.3686
C2 1.2397 -0.1900 -1.2834
C3 -0.9854 -2.9514 1.5337
C4 1.2644 4.1791 0.6370
C5 -0.7354 -1.0033 -2.6589
N1 0.0543 -0.6289 -1.9075
N2 -0.5277 -1.5704 1.2941
S1 1.1474 2.3454 1.0961
H1 -1.2982 -2.2562 -4.0480
H2 -2.3881 -0.8535 -3.9877
H3 -2.4035 -2.1418 -2.7968
H4 1.4161 0.9186 -1.3118
H5 1.1401 -0.5651 -0.2600
H6 2.0439 -0.7746 -1.7504
H7 -1.8932 -3.3208 0.9720
H8 -0.1433 -3.6420 1.2835
H9 -1.1186 -3.0760 2.6193
H10 0.9086 4.8423 1.4643
H11 0.7581 4.1665 -0.2854
H12 2.3411 4.4108 0.4032
H13 -1.0178 -1.0052 2.0034
H14 -1.1889 -1.3350 0.5715
H15 2.1391 2.6432 1.9665

Atoms 1-6, force components in eV/Å:
0.7 0.0 -3.5
1.1 -0.1 0.9
1.0 -1.9 0.7
1.5 -0.7 0.9
1.5 1.5 3.0
-1.3 -0.1 -2.5


No. 2
Formula: C3H22NO10
Source: OMol25
Level of theory: the ωB97M-V functional and the def2-TZVPD basis

Properties
- charge = +1
- spin multiplicity = 1
- calculated total energy (hartree) = -934.456540
- frontier orbital gap (eV) = 11.28
- lowest unoccupied orbital energy (eV) = -2.58

CARTESIAN COORDINATES (ANGSTROEM)
O1 2.5849 -0.4944 -0.6832
C1 1.5624 -0.6098 -0.0756
O2 0.8815 0.4645 0.3608
C2 0.7396 -1.8559 0.2369
C3 1.0721 -2.8042 -0.9806
O3 0.8588 -2.1320 -2.1781
N1 -0.7000 -1.4921 0.0719
H1 1.3229 1.3216 0.1800
H2 0.9975 -2.2960 1.1974
H3 0.4559 -3.7016 -1.0957
H4 2.0877 -3.1723 -0.7849
H5 1.6366 -1.7567 -2.6118
H6 -0.9047 -0.9275 -0.7696
H7 -1.2309 -2.3304 -0.2160
H8 -1.0103 -0.9592 0.9235
H9 -2.2835 0.1810 -2.2539
H10 -3.4574 -0.4090 -1.5369
O4 -2.5448 -0.6146 -1.7431
H11 1.4711 3.7782 -0.4403
H12 2.3889 2.7719 -1.1211
O5 1.4667 2.8931 -0.8518
H13 -2.2400 -4.4767 -0.5914
H14 -3.4980 -3.5550 -0.1729
O6 -2.7177 -3.6374 -0.7051
H15 0.7892 4.1699 2.1996
H16 2.2762 4.1908 2.6778
O7 1.5489 3.6093 2.3779
H17 -1.1111 0.6590 1.7505
H18 -0.9988 0.1399 3.0887
O8 -1.5094 -0.0538 2.2659
H19 0.3481 1.8530 4.0705
H20 -0.8251 1.5472 5.1076
O9 -0.4886 1.3901 4.2089
H21 -0.3891 3.5564 -3.1157
H22 -1.6443 3.7836 -2.2908
O10 -1.3377 3.3308 -3.0968

Atoms 1-6, force components in eV/Å:
0.3 -0.8 0.1
-0.4 1.8 0.4
-0.3 -0.1 0.6
0.3 -0.7 -3.0
0.8 -0.5 0.9
-0.3 0.5 -0.8


No. 3
Formula: C26H53ClHfO2P2Si2
Source: OMol25
Level of theory: the ωB97M-V functional and the def2-TZVPD basis

Properties
- charge = 0
- spin multiplicity = 1
- calculated total energy (hartree) = -2943.042316
- frontier orbital gap (eV) = 6.69
- lowest unoccupied orbital energy (eV) = -0.01

CARTESIAN COORDINATES (ANGSTROEM)
Hf1 0.2466 0.0020 0.1069
C1 2.1097 -0.1391 -1.5114
C2 1.3329 -1.3255 -1.6671
C3 0.0618 -0.9110 -2.2238
Si1 2.0137 -3.0199 -1.2578
C4 0.0675 0.4978 -2.3556
C5 1.3393 1.0021 -1.8864
Si2 2.0142 2.7439 -1.7627
H1 3.1566 -0.1176 -1.2049
H2 -0.7201 -1.5898 -2.5654
H3 -0.7207 1.1109 -2.7972
Cl1 -3.3716 0.2596 2.5836
C6 3.8679 2.6417 -1.6374
C7 1.4612 3.7620 -3.2174
C8 3.8642 -2.8894 -1.1316
C9 1.4872 -4.2741 -2.5269
H4 2.0806 3.4784 -4.0803
H5 1.6252 4.8298 -3.0143
H6 0.4087 3.6125 -3.4862
H7 4.1729 2.0786 -0.7455
H8 4.2914 3.6532 -1.5817
H9 4.2744 2.1414 -2.5268
H10 2.0836 -4.1112 -3.4355
H11 0.4272 -4.2088 -2.7971
H12 1.6926 -5.2900 -2.1620
H13 4.2792 -2.4649 -2.0548
H14 4.2987 -3.8854 -0.9758
H15 4.1392 -2.2458 -0.2853
C10 1.3185 3.4556 -0.1447
C11 1.3171 -3.4366 0.4571
P1 -0.3078 2.7229 0.2406
H16 1.2773 4.5539 -0.1999
H17 2.0179 3.1869 0.6630
P2 -0.2998 -2.6391 0.7089
H18 2.0324 -3.0319 1.1909
H19 1.2670 -4.5277 0.5848
C12 -0.8549 -3.1271 2.4094
C13 -1.4298 -3.6589 -0.3918
C14 -1.4376 3.5289 -1.0254
C15 -0.8646 3.5132 1.8290
C16 -0.7791 2.5245 2.9875
H20 -1.9323 3.7389 1.6590
C17 -0.1065 4.7980 2.1735
H21 0.9657 4.6041 2.3020
H22 -0.4974 5.1754 3.1268
H23 -0.2275 5.5831 1.4194
H24 -1.4579 1.6713 2.8268
H25 -1.1207 3.0160 3.9087
H26 0.2410 2.1429 3.1322
H27 -1.0175 3.2153 -1.9941
C18 -1.4261 5.0604 -0.9560
C19 -2.8778 3.0098 -0.9229
H28 -0.4326 5.5058 -1.0892
H29 -1.8499 5.4118 -0.0064
H30 -2.0670 5.4419 -1.7636
H31 -2.9721 1.9712 -1.2486
H32 -3.5192 3.6188 -1.5744
H33 -3.2626 3.0770 0.1039
H34 -1.0104 -3.5243 -1.4017
C20 -2.8711 -3.1327 -0.3841
C21 -1.4133 -5.1511 -0.0425
H35 -0.4202 -5.6119 -0.1041
H36 -2.0581 -5.6749 -0.7610
H37 -1.8316 -5.3244 0.9572
H38 -2.9678 -2.1695 -0.8910
H39 -3.2603 -3.0233 0.6374
H40 -3.5092 -3.8496 -0.9177
C22 -0.7835 -1.9461 3.3726
C23 -0.0858 -4.3223 2.9762
H41 -1.9186 -3.3895 2.2771
H42 0.9851 -4.0985 3.0572
H43 -0.2132 -5.2336 2.3823
H44 -0.4690 -4.5229 3.9840
H45 0.2367 -1.5462 3.4614
H46 -1.1218 -2.2730 4.3655
H47 -1.4683 -1.1388 3.0632
C24 -1.9247 -0.0055 0.1057
H48 -2.4172 -0.0718 -0.8743
H49 -2.3592 -0.8247 0.7026
H50 -2.3264 0.9155 0.5641
C25 2.7100 0.3101 3.7093
C26 2.4370 -0.2346 2.3374
O1 3.1754 -1.0155 1.7364
O2 1.2850 0.2249 1.8272
H51 3.4677 -0.3004 4.2031
H52 1.7986 0.3067 4.3217
H53 3.0774 1.3442 3.6290

Atoms 1-6, force components in eV/Å:
-0.5 0.1 0.1
-0.2 0.0 -0.3
-0.1 0.4 -0.6
0.8 0.3 -0.3
-0.2 0.0 0.6
0.6 -0.2 -0.2


No. 4
Formula: C40H40BBr2N3O9P
Source: OMol25
Level of theory: the ωB97M-V functional and the def2-TZVPD basis

Properties
- charge = +1
- spin multiplicity = 1
- calculated total energy (hartree) = -7903.630378
- frontier orbital gap (eV) = 5.92
- lowest unoccupied orbital energy (eV) = -4.85

CARTESIAN COORDINATES (ANGSTROEM)
C1 4.8487 -6.0731 -3.1487
C2 5.7561 -5.3526 -3.9879
N1 5.8001 -3.8672 -3.7204
B1 6.6821 -3.4368 -2.5717
C3 7.8698 -2.3169 -2.6590
O1 6.5341 -4.0838 -1.2715
C4 5.0900 -3.0373 -4.5109
N2 4.3686 -3.6910 -5.6011
C5 2.9023 -3.4337 -5.6017
C6 2.1000 -4.0525 -4.3571
O2 0.6806 -4.0380 -4.7620
C7 0.0517 -3.0277 -3.9548
O3 -0.0959 -1.8779 -4.4383
C8 -0.4369 -3.3922 -2.4683
C9 -1.3597 -2.1963 -1.8630
N3 5.1869 -1.5968 -4.2547
C10 4.0792 -1.0611 -3.4102
Br1 2.8370 0.1620 -4.4437
C11 4.5952 -0.1241 -2.1767
C12 5.8281 0.8258 -2.5702
Br2 4.8353 -1.1328 -0.4826
P1 5.2773 -0.8518 -5.8810
O4 5.8774 0.7586 -5.7898
O5 6.5363 -1.6852 -6.7422
H1 3.8692 -5.6034 -2.7723
H2 5.0872 -7.1121 -2.7589
H3 6.4079 -5.8661 -4.7649
H4 8.8548 -2.8406 -2.9710
H5 8.0074 -1.8658 -1.6161
H6 7.6746 -1.5240 -3.4525
H7 7.1757 -4.8413 -1.3088
H8 4.8173 -3.5459 -6.5169
H9 2.4867 -3.9831 -6.5309
H10 2.6492 -2.3227 -5.8032
H11 2.3769 -5.1517 -4.2596
H12 2.1683 -3.4477 -3.3950
H13 -0.9392 -4.4151 -2.3909
H14 0.4784 -3.4382 -1.7660
H15 -1.9785 -2.7008 -1.0288
H16 -0.7232 -1.3917 -1.3365
H17 -2.0191 -1.7068 -2.6502
H18 3.5245 -1.9226 -2.9131
H19 3.7113 0.5919 -1.9798
H20 6.6510 0.3143 -3.1637
H21 5.3888 1.6382 -3.2629
H22 6.1937 1.3852 -1.6414
H23 5.1310 1.4000 -5.8843
H24 6.6513 -1.2367 -7.6110
C13 3.2465 -1.8420 2.2422
C14 2.2127 -2.7677 2.1205
C15 0.9156 -2.4133 2.4734
C16 0.6502 -1.1335 2.9613
C17 1.6897 -0.2149 3.1061
C18 2.9876 -0.5681 2.7345
C19 1.4300 1.1307 3.6692
O6 2.3378 1.9344 3.7919
C20 0.0539 1.4790 4.0874
C21 -0.1960 2.7212 4.6724
C22 -1.4885 3.0623 5.0564
C23 -2.5374 2.1690 4.8494
C24 -2.2919 0.9283 4.2719
C25 -0.9939 0.5769 3.8985
C26 -0.7378 -0.7596 3.3176
O7 -1.6535 -1.5447 3.1392
H25 4.2567 -2.1170 1.9582
H26 2.4183 -3.7663 1.7478
H27 0.1131 -3.1370 2.3717
H28 3.7982 0.1471 2.8321
H29 0.6157 3.4234 4.8338
H30 -1.6796 4.0266 5.5159
H31 -3.5470 2.4392 5.1429
H32 -3.1122 0.2348 4.1177
C27 -9.4210 1.2904 2.8122
C28 -8.3045 1.0052 3.5950
C29 -7.5647 2.0400 4.1561
C30 -7.9328 3.3659 3.9258
C31 -9.0365 3.6517 3.1220
C32 -9.7872 2.6104 2.5746
C33 -9.4091 5.0549 2.8290
O8 -10.3751 5.3052 2.1300
C34 -8.5842 6.1479 3.3917
C35 -8.8881 7.4732 3.0780
C36 -8.1269 8.5072 3.6126
C37 -7.0659 8.2222 4.4692
C38 -6.7564 6.9030 4.7798
C39 -7.5093 5.8624 4.2337
C40 -7.1494 4.4604 4.5423
O9 -6.2177 4.2096 5.2888
H33 -10.0033 0.4820 2.3821
H34 -8.0121 -0.0252 3.7696
H35 -6.6990 1.8115 4.7694
H36 -10.6548 2.8264 1.9596
H37 -9.7153 7.7026 2.4138
H38 -8.3619 9.5368 3.3632
H39 -6.4769 9.0298 4.8918
H40 -5.9257 6.6871 5.4440

Atoms 1-6, force components in eV/Å:
1.8 1.4 -1.3
-2.7 -2.1 2.8
-2.0 0.4 -2.9
1.6 0.8 3.2
-0.2 -0.3 -0.6
0.8 -0.2 -3.3


No. 5
Formula: C35H34FMnN9O3P
Source: OMol25
Level of theory: the ωB97M-V functional and the def2-TZVPD basis

Properties
- charge = +1
- spin multiplicity = 6
- calculated total energy (hartree) = -3664.921365
- frontier orbital gap (alpha / beta) (eV) = 8.30 / 8.28
- lowest unoccupied orbital energy (alpha / beta) (eV) = -1.98 / -2.02

CARTESIAN COORDINATES (ANGSTROEM)
Mn1 0.1430 0.0901 -0.0679
C1 4.4134 -3.3516 1.9018
N1 3.4850 -2.7479 0.9625
C2 3.4403 -2.9708 -0.3849
C3 2.4274 -2.1926 -0.8728
N2 1.8679 -1.4910 0.1534
C4 2.5143 -1.8390 1.2514
P1 2.1565 -1.2762 2.9437
C5 2.2608 0.5157 2.6407
N3 1.7426 1.1987 1.6330
C6 2.1230 2.4953 1.8318
C7 2.8744 2.5948 2.9686
N4 2.9579 1.3341 3.4789
C8 3.6707 0.9444 4.6828
C9 0.3404 -1.4226 2.8887
N5 -0.4770 -0.9663 1.9540
C10 -1.7360 -1.3322 2.3289
C11 -1.6806 -2.0127 3.5120
N6 -0.3613 -2.0715 3.8577
C12 0.1745 -2.6794 5.0633
H1 5.0549 -4.0452 1.3664
H2 3.8766 -3.8952 2.6776
H3 5.0338 -2.5912 2.3736
H4 4.1043 -3.6614 -0.8756
H5 2.0480 -2.1063 -1.8789
H6 1.8491 3.2887 1.1611
H7 3.3345 3.4467 3.4389
H8 4.0824 1.8321 5.1542
H9 4.4868 0.2636 4.4458
H10 2.9995 0.4566 5.3874
H11 -2.5938 -1.0876 1.7272
H12 -2.4545 -2.4563 4.1143
H13 -0.6402 -3.1390 5.6153
H14 0.6441 -1.9283 5.6970
H15 0.9106 -3.4427 4.8192
C13 -4.3546 -4.3740 -4.5459
C14 -5.1631 -3.2295 -3.9442
C15 -6.4166 -3.7631 -3.2630
C16 -7.2439 -2.6125 -2.7124
C17 -6.4042 -1.7833 -1.7805
C18 -6.9881 -1.0813 -0.7512
C19 -6.2044 -0.3209 0.1100
F1 -6.8050 0.3533 1.1038
C20 -4.8491 -0.2511 -0.0322
C21 -4.2300 -0.9599 -1.0699
C22 -2.7752 -0.8572 -1.2163
O1 -2.1250 -0.1608 -0.3977
C23 -2.2265 -1.5832 -2.3109
C24 -3.0476 -2.3183 -3.1157
N7 -4.3759 -2.4332 -2.9727
C25 -5.0045 -1.7344 -1.9511
C26 -0.7395 -1.6152 -2.6431
O2 -0.3794 -2.3269 -3.5750
O3 0.0073 -0.8871 -1.9163
H16 -5.0372 -5.0318 -5.0814
H17 -3.8624 -4.9561 -3.7654
H18 -3.6063 -4.0336 -5.2593
H19 -5.4695 -2.5508 -4.7473
H20 -6.1285 -4.4416 -2.4550
H21 -6.9944 -4.3329 -3.9893
H22 -8.1266 -2.9772 -2.1874
H23 -7.5944 -1.9886 -3.5404
H24 -8.0608 -1.1162 -0.6092
H25 -4.2433 0.3429 0.6368
H26 -2.5812 -2.8516 -3.9310
N8 -1.3775 2.3573 0.1283
C27 -0.5610 3.4430 -0.2084
C28 -0.7938 4.7200 0.2405
C29 0.0496 5.7832 -0.1313
C30 1.1141 5.5778 -0.9628
C31 1.4117 4.2718 -1.4116
C32 2.5305 3.9665 -2.2188
C33 2.7899 2.6671 -2.5519
C34 1.9481 1.6567 -2.0563
N9 0.9073 1.9046 -1.2951
C35 0.5933 3.1929 -1.0057
H27 -1.7151 1.8338 -0.6724
H28 -2.1503 2.6056 0.7259
H29 -1.6567 4.9105 0.8674
H30 -0.1735 6.7791 0.2283
H31 1.7503 6.3974 -1.2718
H32 3.1692 4.7737 -2.5562
H33 3.6380 2.4030 -3.1674
H34 2.1348 0.6141 -2.2894

Atoms 1-6, force components in eV/Å:
-0.2 -0.3 0.1
0.1 0.0 0.1
-0.1 0.1 0.0
-0.1 0.0 -0.1
0.1 -0.1 -0.1
-0.1 0.2 0.0